P) Formula: C6H13N
Source: the Open Molecules 2025 dataset
Level of theory: wB97M-V/def2-TZVPD

```
20
Properties=species:S:1:pos:R:3
N -0.268 0.835 -0.670
C 0.000 -0.284 1.512
C -0.336 -1.644 2.203
C 0.168 0.742 -2.148
C 0.247 -2.222 3.241
C -0.192 2.082 -2.705
C 0.025 -0.444 0.031
H 0.375 2.155 -3.801
H 0.218 1.627 -0.117
H 0.883 0.097 1.971
H -0.090 -3.113 3.587
H 1.143 -1.735 3.666
H 0.169 2.944 -2.162
H 1.210 0.429 -2.324
H -0.888 0.441 1.764
H -0.613 -0.164 -2.552
H -0.736 -1.173 -0.152
H -1.199 -1.904 1.692
H -1.234 2.210 -2.876
H 1.119 -0.881 -0.159
```

net charge = -1
multiplicity = 2
HOMO-LUMO gap (spin up / spin down) = 2.3349 / 9.3632 eV
LUMO energy (spin up / spin down) = 0.141 / 0.146 Ha
HOMO energy (spin up / spin down) = 1.50 / -5.39 eV

Q) Formula: C6H13N
Source: the Open Molecules 2025 dataset
Level of theory: wB97M-V/def2-TZVPD

```
20
Properties=species:S:1:pos:R:3
N 0.292 -1.961 1.219
C -0.214 3.297 -0.265
C 0.223 0.882 -1.135
C 0.718 -1.171 0.237
C 0.205 0.125 0.138
C -0.113 -3.311 0.879
C -0.869 2.043 -1.057
H -1.198 -3.483 0.548
H 0.045 0.548 1.106
H -0.203 -1.611 2.026
H -1.801 1.987 -0.483
H -0.248 -3.965 1.891
H 0.623 3.659 -0.798
H -0.942 4.080 -0.279
H 0.056 0.170 -1.899
H 1.139 1.572 -1.450
H 1.201 -1.788 -0.506
H 0.141 2.920 0.706
H 0.439 -3.719 0.065
H -0.996 2.169 -2.242
```

net charge = -1
multiplicity = 2
HOMO-LUMO gap (spin up / spin down) = 2.5768 / 6.5764 eV
LUMO energy (spin up / spin down) = 0.149 / 0.147 Ha
HOMO energy (spin up / spin down) = 1.48 / -2.59 eV

P) (0.654 eV below the next structure)

P) Formula: C5H11NS
Source: the Open Molecules 2025 dataset
Level of theory: wB97M-V/def2-TZVPD

```
18
Properties=species:S:1:pos:R:3
S -0.941 2.218 -0.306
N 0.488 -0.348 -0.486
C -0.922 0.601 -1.126
C 0.462 -0.709 0.716
C -0.553 0.615 -2.546
C -0.558 -0.361 1.742
C 1.738 -1.323 1.444
H -1.503 -0.572 1.411
H -0.280 0.609 1.987
H -1.839 0.211 -0.731
H -0.016 -0.320 -2.668
H 0.195 1.342 -2.659
H 2.191 -0.555 1.998
H 0.020 2.665 -1.253
H 2.238 -1.934 0.706
H -1.418 0.772 -3.087
H 1.275 -1.956 2.214
H -0.574 -0.956 2.644
```

SMILES = CC(C)=N[C@H](C)S
net charge = 0
multiplicity = 1
HOMO-LUMO gap = 9.2962 eV
LUMO energy = 0.033 Ha
HOMO energy = -8.41 eV

Q) Formula: C5H11NS
Source: the Open Molecules 2025 dataset
Level of theory: wB97M-V/def2-TZVPD

```
18
Properties=species:S:1:pos:R:3
S -0.829 3.302 0.840
N -0.582 0.113 0.733
C 0.658 -0.472 0.387
C 0.314 -1.978 0.164
C 0.105 2.085 1.320
C 1.124 0.044 -0.967
C -1.628 0.331 -0.262
H 1.395 -0.230 1.136
H 1.090 1.097 -1.128
H -1.250 0.089 -1.258
H 0.577 -0.470 -1.893
H 0.397 -2.437 1.157
H -0.712 -1.944 -0.080
H -2.112 1.359 -0.320
H -2.557 -0.278 -0.098
H 2.065 -0.350 -1.240
H 1.040 -2.367 -0.546
H 0.905 2.107 2.054
```

net charge = 0
multiplicity = 1
HOMO-LUMO gap (spin up / spin down) = 7.6198 / 7.6150 eV
LUMO energy (spin up / spin down) = -0.017 / -0.017 Ha
HOMO energy (spin up / spin down) = -8.08 / -8.08 eV

P) (2.022 eV below the next structure)

P) Formula: C19H25N3O2
Source: the Open Molecules 2025 dataset
Level of theory: wB97M-V/def2-TZVPD

```
49
Properties=species:S:1:pos:R:3
O 1.435 -1.036 0.046
O -1.883 1.469 -3.058
N -1.411 0.474 -1.069
N 0.386 -1.336 -2.413
N -1.954 1.462 -0.173
C -2.695 2.288 1.939
C 1.796 -1.442 -2.312
C -2.559 3.459 4.151
C 4.571 -1.237 -2.044
C -2.976 4.719 3.477
C 1.999 -1.108 1.410
C -2.263 0.842 4.029
C -2.085 2.226 3.329
C -2.226 1.065 1.073
C -2.395 3.400 5.479
C -0.425 -0.477 -3.196
C -1.924 -1.574 1.042
C 3.756 -1.171 -0.895
C 2.309 -1.239 -0.994
C -2.013 -0.288 1.779
C 2.592 -1.635 -3.425
C -1.982 -0.368 3.164
C -1.259 0.518 -2.441
C 3.996 -1.667 -3.238
H 2.126 -1.887 -4.351
H -1.189 -0.399 -0.594
H 4.377 -2.114 -4.081
H -2.211 2.592 6.058
H -1.014 -1.893 0.483
H -3.770 2.269 2.044
H -1.720 -1.339 3.577
H -1.129 -1.054 -3.836
H -1.051 2.444 3.058
H 5.632 -1.096 -2.090
H 1.104 -1.068 2.067
H 0.225 0.171 -3.830
H -2.766 5.521 4.178
H -2.563 4.242 6.223
H 2.780 -0.295 1.656
H -3.412 0.744 4.304
H 0.029 -1.264 -1.410
H -2.359 4.933 2.507
H -1.697 0.823 4.917
H -2.182 -2.435 1.715
H -2.783 -1.543 0.337
H -4.038 4.541 3.319
H 2.409 -2.105 1.609
H -2.356 3.133 1.337
H 4.172 -1.087 0.142
```

SMILES = C=C(C)[C@H]1CC=C(C)/C(=N\NC(=O)CNc2ccccc2OC)C1
net charge = 0
multiplicity = 1
HOMO-LUMO gap = 8.0300 eV
LUMO energy = 0.006 Ha
HOMO energy = -7.85 eV

Q) Formula: C19H25N3O2
Source: the Open Molecules 2025 dataset
Level of theory: wB97M-V/def2-TZVPD

```
49
Properties=species:S:1:pos:R:3
O -3.255 -0.629 0.341
O 3.030 -1.244 0.407
N 3.784 -0.050 -1.260
N 4.389 -1.291 0.478
N 0.726 0.714 -0.053
C -1.647 0.804 -0.814
C -7.117 0.804 -0.066
C 7.184 1.278 0.944
C 2.725 -0.484 -0.650
C -5.529 -0.980 0.005
C 0.307 0.090 1.189
C -4.782 1.287 0.274
C -6.096 1.709 0.137
C 4.810 -0.572 -0.524
C -6.838 -0.559 -0.133
C 6.236 -0.339 -0.857
C 1.307 -0.211 -1.014
C -4.490 -0.070 0.209
C -7.945 -1.544 -0.359
C 7.067 -0.107 0.386
C 8.363 0.636 0.276
C -1.002 -0.703 1.069
C -0.326 1.551 -0.592
C -2.111 0.190 0.511
H 8.658 1.002 -0.695
H -6.315 2.766 0.190
H 7.203 1.402 2.015
H 7.009 -0.925 1.092
H -8.375 -1.405 -1.351
H -1.510 0.002 -1.542
H 0.176 0.892 1.921
H -4.011 2.024 0.433
H -2.401 1.487 -1.206
H -5.278 -2.028 -0.039
H -7.581 -2.564 -0.280
H -1.294 -1.086 2.047
H 0.023 1.993 -1.527
H 6.289 0.518 -1.530
H 0.771 -1.171 -1.078
H 6.612 -1.217 -1.394
H -0.877 -1.557 0.402
H -8.134 1.149 -0.173
H 9.192 0.317 0.889
H 6.681 2.079 0.424
H 1.106 -0.563 1.542
H -2.322 0.988 1.238
H 1.319 0.258 -1.998
H -0.487 2.362 0.125
H -8.740 -1.396 0.370
```

SMILES = Cc1cccc(OC2CCN(Cc3nc(CC4CC4)no3)CC2)c1
net charge = 0
multiplicity = 1
HOMO-LUMO gap = 9.2503 eV
LUMO energy = 0.030 Ha
HOMO energy = -8.44 eV

Q) (3.677 eV below the next structure)